The following is a DFT calculation (ωB97M-V/def2-TZVPD) of a structure of composition C20H50N2O4ScSi2.

total energy	-2541.8161	Ha
LUMO level (alpha / beta)	-3.22 / -3.78	eV
molecular weight	483.8	g/mol
frontier orbital gap (alpha / beta)	0.235 / 0.215	Eh
total charge	+1

Last column: Mulliken charge in e.
Positions of all 79 atoms, in Å:
1 O -0.3942 2.5168 1.6049  -0.3385
2 O 1.9392 2.4344 1.6830  0.5052
3 C -1.2067 2.8327 0.4411  0.0772
4 C -2.6869 2.5462 0.5456  -1.3028
5 H -0.7300 2.3078 -0.3965  0.0511
6 H -1.0873 3.9153 0.2597  0.3423
7 H -2.9212 1.4798 0.4041  0.1086
8 H -3.2090 3.1055 -0.2519  0.4253
9 H -3.0926 2.8980 1.5070  0.3785
10 C -0.9394 1.5279 2.5488  -0.0374
11 C -0.8559 2.3031 3.8380  -1.0838
12 H -0.3061 0.6322 2.4698  -0.1132
13 H -1.9623 1.2138 2.2964  0.5187
14 H 0.1826 2.5860 4.0363  0.1470
15 H -1.2420 1.7913 4.7076  0.4374
16 H -1.4334 3.2276 3.7245  0.2805
17 C 2.9800 1.5190 2.2973  0.1020
18 C 2.4715 3.7914 1.3020  -0.4064
19 C 2.6178 1.0896 3.6885  -1.3047
20 H 3.9191 2.0949 2.2912  0.4877
21 H 3.0189 0.6797 1.6056  -0.1149
22 H 2.3933 1.9342 4.3532  0.3008
23 H 3.4826 0.5756 4.1199  0.4380
24 H 1.7812 0.3799 3.6831  0.2816
25 C 2.5370 4.5384 2.6160  -1.0400
26 H 1.7286 4.2113 0.6078  0.2874
27 H 3.4123 3.6093 0.7833  0.4544
28 H 1.6203 4.3422 3.1981  0.2522
29 H 2.6112 5.6136 2.4392  0.4456
30 H 3.3940 4.2055 3.2195  0.2864
31 H 1.0339 2.5891 2.1193  0.0440
32 Sc -0.1222 -1.8157 -0.8997  -0.3897
33 C 1.3581 -0.4048 -0.6988  0.2291
34 Si 2.4185 0.6375 -1.8149  0.3924
35 H 1.7685 -0.5351 0.3228  0.1265
36 H 0.4018 0.1840 -0.5929  -0.1777
37 C 1.7137 2.3358 -2.2405  -0.7250
38 C 2.6171 -0.4256 -3.3438  -0.7552
39 C 4.0796 0.9904 -1.0126  -0.9901
40 C -1.3710 -0.6710 -2.4630  -0.6556
41 Si -1.8213 -2.1649 -3.4359  0.1420
42 H -0.7214 0.0667 -2.9577  0.2821
43 H -2.1646 -0.0952 -1.9330  0.4254
44 C -0.4675 -2.5104 -4.7128  -1.1123
45 C -3.5018 -1.8412 -4.2118  -1.1218
46 C -1.9763 -3.7554 -2.3961  -1.0248
47 H 4.7800 1.2103 -1.8300  0.4335
48 H 4.4279 0.1090 -0.4580  0.3120
49 H 4.0325 1.8504 -0.3256  0.0919
50 H 0.7936 2.2690 -2.8349  0.3530
51 H 2.4579 2.8863 -2.8352  0.3859
52 H 1.4863 2.9283 -1.3350  -0.0512
53 H 1.6504 -0.8350 -3.6629  -0.1503
54 H 3.2695 -1.2601 -3.0622  0.2651
55 H 3.0723 0.1070 -4.1857  0.3801
56 H -3.5496 -0.7806 -4.4971  0.3166
57 H -4.3033 -2.0249 -3.4800  0.3028
58 H -3.6988 -2.4547 -5.1026  0.3355
59 H -2.8300 -3.7018 -1.6975  0.1357
60 H -1.0915 -4.1256 -1.8299  0.3901
61 H -2.1922 -4.5189 -3.1644  0.4520
62 H -0.8844 -3.1104 -5.5364  0.3605
63 H 0.4032 -3.0589 -4.3165  0.3371
64 H -0.1012 -1.5615 -5.1313  0.3224
65 C -3.4668 -3.4252 1.5029  -2.0735
66 C -2.1008 -2.9157 1.1753  0.7844
67 N -1.8938 -1.7668 0.4849  0.7689
68 O -2.9992 -0.8693 0.4151  -0.5367
69 C -0.9092 -3.6864 1.3489  0.1632
70 C -0.8878 -5.0261 2.0154  -1.2014
71 N 0.2136 -3.1095 0.8000  0.2432
72 O 0.7019 -3.6506 -0.3261  -0.4670
73 H -4.2532 -2.8938 0.9432  0.6600
74 H -3.6827 -3.3600 2.5829  0.3419
75 H -3.5395 -4.4891 1.2276  0.5053
76 H -3.5347 -1.0605 1.2158  0.3072
77 H -0.4924 -5.7733 1.3107  0.3172
78 H -0.2489 -5.0498 2.9142  0.3141
79 H -1.8970 -5.3391 2.3229  0.3444

---

The following is a DFT calculation (ωB97M-V/def2-TZVPD) of a structure of composition C4H3BrN.

total energy	-2782.4554	Ha
LUMO level (alpha / beta)	-8.23 / -7.62	eV
molecular weight	145.0	g/mol
frontier orbital gap (alpha / beta)	0.240 / 0.247	Eh
energy relative to the best compared isomer or geometry (same formula, charge and spin)	80.92	kcal per mole
total charge	+1

Last column: Mulliken charge in e.
Positions of all 9 atoms, in Å:
1 C 0.2389 -0.4077 -0.9104  -0.2468
2 C 1.4513 -0.2560 -0.3178  -0.1423
3 C -0.8537 -0.3821 0.0676  -0.3199
4 C 0.8767 -0.1047 0.9162  0.5255
5 N -0.2437 -0.0463 1.2965  -0.1281
6 Br -2.2894 2.6806 1.3014  0.0324
7 H 0.1956 -0.7525 -1.9273  0.4204
8 H 2.5835 -0.2599 -0.5300  0.3849
9 H -1.9591 -0.4714 0.1039  0.4739

---

The following is a DFT calculation (ωB97M-V/def2-TZVPD) of a cluster of 12 separate species, C7H36O12 in total.

total energy	-1191.1298	Ha
LUMO level	0.33	eV
molecular weight	312.4	g/mol
frontier orbital gap	0.359	Eh
energy relative to the best compared isomer or geometry (same formula, charge and spin)	56.76	kcal per mole
SMILES	C=C(CC)CCCO.O.O.O.O.O.O.O.O.O.O.O

Last column: Mulliken charge in e.
Positions of all 55 atoms, in Å:
1 C 1.2003 -2.7254 -1.4128  -1.0106
2 C 1.0500 -1.5316 -2.0033  0.2294
3 C 0.7773 -1.4971 -3.4930  -0.6561
4 C -0.4777 -2.3303 -3.8780  -0.9919
5 C 0.9783 -0.2995 -1.0957  -0.4692
6 C -0.4666 -0.0716 -0.7171  0.2021
7 C -1.0917 -1.0398 0.2861  0.1086
8 O -2.0264 -1.9690 -0.3462  -0.7245
9 H 1.1171 -3.6353 -2.0481  0.2464
10 H 1.4618 -2.8491 -0.3743  0.2903
11 H 0.4927 -0.4246 -3.6959  0.1933
12 H 1.5984 -1.6049 -4.2338  0.4587
13 H -1.1679 -1.6860 -4.4028  0.3664
14 H -1.0715 -2.4877 -2.9784  0.1675
15 H -0.3510 -3.2753 -4.3558  0.3577
16 H 1.3606 0.5861 -1.6358  0.6699
17 H 1.7093 -0.4910 -0.3051  0.1676
18 H -1.1040 -0.0359 -1.5734  0.8312
19 H -0.5805 0.8941 -0.1923  -0.2852
20 H -1.6066 -0.7054 1.1636  0.6864
21 H -0.3205 -1.7180 0.6389  -0.9735
22 H -2.0466 -1.8720 -1.3053  0.2849
23 O 2.2294 1.6820 1.6356  -0.5904
24 H 2.4231 0.8107 2.1302  0.3709
25 H 1.5651 2.1900 2.1159  0.3032
26 O -1.4649 -4.1651 1.1162  -0.7043
27 H -1.7646 -3.3546 0.6644  0.4622
28 H -1.4990 -5.0173 0.6954  0.2604
29 O -2.5025 1.6381 3.0275  -0.6381
30 H -3.0166 1.5991 2.1809  0.4729
31 H -3.1185 2.1401 3.5767  0.3023
32 O -3.6667 1.3914 0.7402  -0.8703
33 H -3.5133 2.3164 0.4488  0.4839
34 H -2.9796 0.8444 0.3244  0.2489
35 O 2.2606 -0.5251 2.7913  -0.6639
36 H 2.8879 -1.2751 2.6925  0.3310
37 H 1.4532 -1.0460 2.6346  0.2965
38 O 4.5460 2.4672 0.2063  -0.6689
39 H 3.8182 2.0891 -0.3138  0.3625
40 H 4.0343 2.6650 1.0031  0.3389
41 O -2.1772 3.5491 0.5359  -0.7733
42 H -1.8537 3.0815 -0.2547  0.4079
43 H -1.4722 3.1949 1.1181  0.3950
44 O -0.8958 2.9106 -1.8063  -0.6636
45 H -0.7345 3.5902 -2.4582  0.2241
46 H -0.1126 2.3623 -1.6085  0.3601
47 O 1.6654 2.6088 -0.6672  -0.7131
48 H 1.3357 2.1345 0.0844  0.2774
49 H 2.1602 3.3937 -0.4429  0.3507
50 O 0.9747 -3.2057 2.1529  -0.5939
51 H 1.2841 -4.1177 2.0774  0.2752
52 H 0.0036 -3.2886 2.0344  0.2968
53 O -0.1677 2.6074 2.9372  -0.6563
54 H -0.0887 3.3864 3.4961  0.2201
55 H -1.0478 2.1117 3.0892  0.3462

---

The following is a DFT calculation (ωB97M-V/def2-TZVPD) of an isolated molecule of C4H8N2O2.

total energy	-417.0517	Ha
LUMO level	0.72	eV
molecular weight	116.1	g/mol
frontier orbital gap	0.392	Eh
energy relative to the best compared isomer or geometry (same formula, charge and spin)	128.20	kcal per mole
SMILES	N[C@@]1(CO)C=NOC1

Last column: Mulliken charge in e.
Positions of all 16 atoms, in Å:
1 N -0.8658 -1.4959 0.4324  -0.7027
2 C -0.1440 -0.2882 -0.0510  0.7925
3 C 1.3325 -0.2952 -0.2205  -0.7634
4 O 1.6960 1.0008 -0.6771  -0.5025
5 C -1.0361 0.3316 -1.1309  -0.5447
6 N -1.5910 1.3848 -0.7690  -0.2105
7 O -1.2067 1.6546 0.6742  -0.2805
8 C -0.3271 0.6805 1.1905  -0.3517
9 H -0.6870 -1.8974 -0.5598  0.4142
10 H -0.1461 -1.9357 1.0413  0.3573
11 H 1.7421 -0.9681 -1.0136  0.2884
12 H 1.9261 -0.3748 0.7162  0.3220
13 H 0.9144 1.2430 -1.2200  0.4221
14 H -1.4512 -0.2172 -2.0644  0.2726
15 H -0.6467 -0.0427 2.0741  0.2542
16 H 0.4906 1.2198 1.5777  0.2328

---

The following is a DFT calculation (ωB97M-V/def2-TZVPD) of an isolated molecule of C2H2N4O2.

total energy	-446.7358	Ha
LUMO level	-0.34	eV
molecular weight	114.1	g/mol
frontier orbital gap	0.356	Eh
energy relative to the best compared isomer or geometry (same formula, charge and spin)	148.67	kcal per mole
SMILES	[H]/N=c1\nnonc1O

Last column: Mulliken charge in e.
Positions of all 10 atoms, in Å:
1 H -0.5539 2.8501 0.1776  0.3064
2 N -1.0470 1.8908 -0.0655  -0.6085
3 C -0.3013 0.8941 -0.0665  0.5024
4 N 1.0152 1.1078 0.0606  -0.2441
5 N 1.8109 0.1886 0.0596  -0.0497
6 O 1.4793 -1.0246 -0.0403  -0.0554
7 N 0.1330 -1.4810 -0.0760  -0.4436
8 C -0.7924 -0.5010 0.0282  0.6185
9 O -2.0249 -0.8906 0.0124  -0.4470
10 H -1.9036 -1.8310 0.4238  0.4210

---

The following is a DFT calculation (ωB97M-V/def2-TZVPD) of a cluster of 2 separate species, C12H16NO in total.

total energy	-596.4147	Ha
LUMO level	-3.74	eV
molecular weight	190.3	g/mol
frontier orbital gap	0.271	Eh
energy relative to the best compared isomer or geometry (same formula, charge and spin)	95.14	kcal per mole
total charge	+1

Last column: Mulliken charge in e.
Positions of all 30 atoms, in Å:
1 C 0.9701 1.1161 -0.0856  -0.2136
2 C -0.3238 1.3252 -0.1574  -0.7273
3 C -1.8773 1.7426 -0.0216  0.4495
4 C -2.8160 0.3964 -0.1303  -0.7444
5 N -4.1881 0.7999 0.3245  -0.0933
6 C -4.6727 2.1433 -0.1373  -0.4779
7 C -3.5645 3.1561 -0.7124  -0.4143
8 O -2.3180 2.5656 -1.1674  -0.3523
9 H 2.1217 1.2457 -0.0349  0.3805
10 H -2.0681 2.2925 0.9912  0.3785
11 H -2.8119 0.1407 -1.2676  0.3281
12 H -2.3560 -0.4575 0.5102  0.4137
13 H -4.2825 0.6873 1.3641  0.4359
14 H -4.8537 0.0892 -0.0699  0.3839
15 H -5.1470 2.6615 0.7956  0.2723
16 H -5.5642 2.0265 -0.8797  0.3417
17 H -3.3363 4.0309 0.0274  0.3176
18 H -4.0376 3.6775 -1.6424  0.3289
19 C 5.3378 -3.0904 0.8179  -0.3864
20 C 4.0721 -3.6672 0.8754  -0.3508
21 C 2.9938 -3.0450 0.2529  -0.4569
22 C 3.1832 -1.8497 -0.4360  -0.3068
23 C 4.4498 -1.2748 -0.4966  -0.4214
24 C 5.5263 -1.8924 0.1337  -0.3633
25 H 6.1777 -3.5741 1.3062  0.3593
26 H 3.9259 -4.6026 1.4067  0.3530
27 H 2.0059 -3.4916 0.3036  0.3426
28 H 2.3433 -1.3668 -0.9258  0.4926
29 H 4.5978 -0.3435 -1.0354  0.3696
30 H 6.5123 -1.4413 0.0909  0.3611

---

The following is a DFT calculation (ωB97M-V/def2-TZVPD) of the ion C2H8NSe with charge +1.

total energy	-2536.8938	Ha
LUMO level	-3.87	eV
molecular weight	125.1	g/mol
frontier orbital gap	0.364	Eh
energy relative to the best compared isomer or geometry (same formula, charge and spin)	0.00	kcal per mole
total charge	+1
SMILES	C[C@@H]([NH3+])[SeH]

Last column: Mulliken charge in e.
Positions of all 12 atoms, in Å:
1 C 0.3943 -0.2261 1.2178  -1.2277
2 C 0.4451 -0.2807 -0.3337  -0.4075
3 N -0.9874 -0.2680 -0.8922  -0.3021
4 Se 1.4414 1.1330 -1.0881  0.1438
5 H 0.0345 0.6969 1.6712  0.4044
6 H 1.3243 -0.2344 1.7811  0.3711
7 H -0.2343 -0.9241 1.7020  0.4127
8 H 0.8787 -1.2238 -0.7709  0.3520
9 H -0.9872 -0.5459 -1.8878  0.3633
10 H -1.4417 0.7091 -0.8159  0.4209
11 H -1.4885 -0.8489 -0.2097  0.3396
12 H 0.6207 2.0130 -0.3738  0.1294

---

The following is a DFT calculation (ωB97M-V/def2-TZVPD) of an isolated molecule of C3H6N4O.

total energy	-411.9595	Ha
LUMO level	0.55	eV
molecular weight	114.1	g/mol
frontier orbital gap	0.333	Eh
energy relative to the best compared isomer or geometry (same formula, charge and spin)	156.54	kcal per mole
SMILES	[H]/N=C1\NOC=NN1C

Last column: Mulliken charge in e.
Positions of all 14 atoms, in Å:
1 H -2.3863 -0.3787 -1.5641  0.2039
2 N -1.7846 0.3100 -1.0810  -0.6079
3 C -0.9177 -0.2187 -0.3867  0.3999
4 N -0.8516 -1.5541 -0.0024  -0.2736
5 O 0.3811 -2.0906 0.1511  -0.1684
6 C 1.1296 -1.3287 0.9062  0.1130
7 N 1.2528 -0.0394 1.0358  -0.6472
8 N 0.2355 0.4658 0.1493  0.3882
9 C 0.3808 1.9446 0.1706  -0.8873
10 H -1.3955 -2.2733 -0.7024  0.3385
11 H 2.1611 -2.0356 1.1167  0.2304
12 H 0.2215 2.3506 -0.7246  0.4159
13 H 1.6250 2.1317 -0.1089  0.2559
14 H -0.0517 2.7164 1.0405  0.2387